Record 1
DFT (ωB97M-V/def2-TZVPD) results for a structure of composition C6H10O.

Atoms and positions in Å:
C -0.3034 -0.6284 2.2966
C -0.5240 -0.9171 0.8134
C 0.6514 -0.4819 -0.0433
O 0.6844 -1.1293 -1.3417
C 0.8427 0.1338 -1.9773
C -0.3696 0.9733 -1.7783
C 0.6839 0.8986 -0.6975
H -0.1215 0.4375 2.4772
H 0.5616 -1.1842 2.6772
H -1.1753 -0.9217 2.8899
H -1.4377 -0.4246 0.4587
H -0.6651 -1.9933 0.6586
H 1.5994 -0.6857 0.4753
H 1.5534 0.2126 -2.7940
H -0.3910 1.9140 -2.3228
H -1.3351 0.4856 -1.6578
H 1.2184 1.7677 -0.3313

Properties
net charge	0
energy above the lowest of the compared OMol25 structures with the same formula, charge and spin	39.2	kcal per mole
E_HOMO	-9.3	eV
orbital gap	10.4	eV
max |F|	0.0074	Eh/bohr

Results of the Mulliken charge analysis, in e, for atoms 1 through 2: -1.244, -0.347

Record 2
DFT (ωB97M-V/def2-TZVPD) results for an isolated molecule of C6H10O.

Atoms and positions in Å:
O 2.3067 -0.6904 -0.2989
C 1.0725 -0.1907 -0.0156
C 0.0151 -1.2179 0.3832
C -1.3397 -0.5460 0.1332
C -1.0776 0.3969 -1.0363
C 0.1175 2.0413 0.3106
C 1.0417 1.1256 0.6194
H 2.2608 -1.6524 -0.3833
H 0.1993 0.3816 -1.0173
H 0.1614 -1.5569 1.4167
H 0.1121 -2.0948 -0.2752
H -1.6589 0.0164 1.0160
H -2.1183 -1.2846 -0.0893
H -1.0926 -0.1256 -2.0038
H -1.7317 1.2554 -1.1017
H -0.1304 2.8422 1.0226
H 1.8622 1.3000 1.3198

Properties
net charge	0
energy above the lowest of the compared OMol25 structures with the same formula, charge and spin	127.3	kcal per mole
E_HOMO (alpha / beta)	-7.1 / -7.6	eV
orbital gap (alpha / beta)	7.2 / 7.8	eV
max |F|	0.0134	Eh/bohr

Results of the Mulliken charge analysis, in e, for atoms 1 through 2: -0.535, 0.397

Record 3
DFT (ωB97M-V/def2-TZVPD) results for a structure of composition C6H10O.

Atoms and positions in Å:
C 1.7805 -0.6313 -0.1293
C 0.7334 0.3010 0.4464
C 0.0012 1.3052 -0.4841
C -1.3264 0.9546 0.2208
O -2.1559 0.0498 -0.5420
C -1.4531 -1.0508 -0.0558
C -0.6386 -0.2266 0.9460
H 2.0980 -1.3744 0.6109
H 2.6620 -0.0605 -0.4402
H 1.3975 -1.1671 -1.0052
H 1.1687 0.8544 1.2858
H 0.3343 2.3454 -0.4181
H -0.0242 1.0047 -1.5366
H -1.9059 1.7528 0.6964
H -0.4873 -1.5962 -1.0844
H -1.4381 -2.0331 -0.5277
H -0.7462 -0.4279 2.0170

Properties
net charge	0
energy above the lowest of the compared OMol25 structures with the same formula, charge and spin	108.0	kcal per mole
E_HOMO	-8.2	eV
orbital gap	9.2	eV
max |F|	0.0596	Eh/bohr

Results of the Mulliken charge analysis, in e, for atoms 1 through 2: -1.423, 0.159

Record 4
DFT (ωB97M-V/def2-TZVPD) results for an isolated molecule of C6H10O.

Atoms and positions in Å:
C 2.0143 0.5460 -0.0721
C 0.8974 -0.5011 -0.1651
C -0.0586 -0.6846 1.0587
C -1.2397 -0.3662 0.1455
O -2.4485 -1.0421 0.1673
C -1.0857 0.9844 -0.4821
C -0.3247 -0.1937 -1.0370
H 3.0039 0.0796 -0.0898
H 1.9481 1.1298 0.8530
H 1.9702 1.2538 -0.9070
H 1.3138 -1.4718 -0.4514
H 0.0992 -0.0034 1.9050
H -0.0872 -1.7161 1.4203
H -3.0318 -0.5793 0.7824
H -1.9346 1.2874 -1.0901
H -0.5694 1.8005 0.0239
H -0.4667 -0.5233 -2.0618

Properties
net charge	0
energy above the lowest of the compared OMol25 structures with the same formula, charge and spin	32.1	kcal per mole
E_HOMO	-9.5	eV
orbital gap	10.5	eV
SMILES string	C[C@H]1C[C@@]2(O)C[C@@H]12
max |F|	0.0050	Eh/bohr

Results of the Mulliken charge analysis, in e, for atoms 1 through 2: -1.379, 0.336

Record 5
DFT (ωB97M-V/def2-TZVPD) results for an isolated molecule of C6H10O.

Atoms and positions in Å:
C -2.2725 -0.1830 0.3462
C -1.0608 0.6970 0.4463
C 0.1524 0.5040 -0.0753
C 1.2498 1.5233 0.0883
C 0.5608 -0.7314 -0.8355
C 1.4001 -1.6785 0.0004
O 1.6217 -1.5444 1.1789
H -3.1196 0.3887 -0.0519
H -2.1238 -1.0507 -0.3028
H -2.5746 -0.5542 1.3329
H -1.2092 1.6119 1.0218
H 1.5342 1.9447 -0.8856
H 0.9388 2.3480 0.7362
H 2.1471 1.0673 0.5228
H 1.1542 -0.4743 -1.7267
H -0.2930 -1.3105 -1.2112
H 1.8180 -2.5467 -0.5547

Properties
net charge	0
energy above the lowest of the compared OMol25 structures with the same formula, charge and spin	8.9	kcal per mole
E_HOMO	-9.1	eV
orbital gap	10.1	eV
SMILES string	C/C=C(/C)CC=O
max |F|	0.0105	Eh/bohr

Results of the Mulliken charge analysis, in e, for atoms 1 through 2: -1.103, -0.404

Record 6
DFT (ωB97M-V/def2-TZVPD) results for an isolated molecule of C6H10O.

Atoms and positions in Å:
C -2.1709 0.5350 -0.0611
C -0.7582 0.2374 -0.5312
C 0.4590 1.0714 -0.0643
C 1.2851 -0.2279 -0.1058
O 2.4165 -0.4089 -0.8809
C 0.8933 -1.0536 1.0612
C 0.0194 -1.0423 -0.1958
H -2.4371 1.5723 -0.3004
H -2.3053 0.3857 1.0147
H -2.8846 -0.1097 -0.5878
H -0.7503 0.2858 -1.6281
H 0.3506 1.4578 0.9570
H 0.7781 1.8763 -0.7293
H 3.1642 -0.0062 -0.4229
H 1.4559 -1.9820 1.1442
H 0.6355 -0.5941 2.0165
H -0.1514 -1.9972 -0.6861

Properties
net charge	0
energy above the lowest of the compared OMol25 structures with the same formula, charge and spin	36.1	kcal per mole
E_HOMO	-9.4	eV
orbital gap	10.3	eV
SMILES string	C[C@H]1C[C@@]2(O)C[C@@H]12
max |F|	0.0059	Eh/bohr

Results of the Mulliken charge analysis, in e, for atoms 1 through 2: -1.417, 0.472

Record 7
DFT (ωB97M-V/def2-TZVPD) results for an isolated molecule of C6H10O.

Atoms and positions in Å:
C 1.9626 -0.6823 -0.3108
C 1.1408 0.2009 0.5970
C 0.2652 1.2645 0.0167
C -2.7192 0.7726 -0.9067
O -2.0227 -0.3019 -1.1114
C -1.1699 -0.9087 -0.0821
C -0.3662 0.0862 0.7151
H 2.2637 -1.6078 0.1922
H 2.8704 -0.1566 -0.6254
H 1.4169 -0.9510 -1.2213
H 1.6356 0.4548 1.5326
H 0.1979 2.2348 0.4980
H 0.1756 1.2963 -1.0668
H -2.5037 1.0988 0.1493
H -0.5488 -1.6101 -0.6419
H -1.8366 -1.4887 0.5609
H -0.7614 0.2979 1.7046

Properties
net charge	0
energy above the lowest of the compared OMol25 structures with the same formula, charge and spin	85.7	kcal per mole
E_HOMO	-8.3	eV
orbital gap	9.2	eV
max |F|	0.0088	Eh/bohr

Results of the Mulliken charge analysis, in e, for atoms 1 through 2: -1.493, 0.160

Record 8
DFT (ωB97M-V/def2-TZVPD) results for a cluster of 2 separate species, C6H10O in total.

Atoms and positions in Å:
C 1.4567 -0.1403 -1.7365
C 0.5814 -0.0647 -0.5301
C 0.3128 1.0529 0.1608
C 0.0964 0.8413 1.6204
C -1.0804 -0.0701 1.5597
C -0.8596 -1.1942 0.8720
O 0.2454 -1.2746 0.0508
H 1.3057 -1.0156 -2.3689
H 2.4916 -0.1526 -1.3741
H 1.3440 0.7639 -2.3403
H 0.2190 2.0291 -0.2866
H 0.9618 0.3077 2.0480
H -0.0443 1.7467 2.2046
H -2.0513 0.2456 1.9132
H -1.4626 -2.0900 0.8742
H -1.5297 -0.3095 -1.5634
H -1.9870 -0.6757 -1.1036

Properties
net charge	0
energy above the lowest of the compared OMol25 structures with the same formula, charge and spin	58.0	kcal per mole
E_HOMO	-8.5	eV
orbital gap	9.6	eV
SMILES string	CC1=CCC=CO1.[H][H]
max |F|	0.0125	Eh/bohr

Results of the Mulliken charge analysis, in e, for atoms 1 through 2: -1.238, 0.524